The following is a quantum chemistry calculation of C45H43N2O4P2PtS2 as an isolated structure in a non-equilibrium geometry, from OMol25.

The total charge is +1. The calculation puts the energy above the lowest of the compared OMol25 structures with the same formula, charge and spin at 363.3 kJ/mol. The LUMO energy (spin up / spin down) comes out at -4.35 / -4.36 eV. The HOMO-LUMO gap (spin up / spin down) is 5.02 / 5.04 eV.

Positions of all 99 atoms, in Å:
Pt 0.0902 -0.8167 0.2907
C 2.5894 -2.5080 1.9671
O 2.3165 -2.0595 0.6419
C 3.0293 -0.9180 0.2691
C 4.1249 -1.0171 -0.5637
C 4.8237 0.1239 -0.9304
C 4.4491 1.3576 -0.4180
C 3.3554 1.4760 0.4143
C 2.5973 0.3436 0.7420
N 1.4426 0.3945 1.4913
N 1.3715 1.2162 2.4785
C 0.3729 1.6654 3.2129
C -1.0119 1.5897 2.9250
O -1.4350 0.7790 1.8419
C -1.9531 2.2639 3.6933
C -1.5724 3.0019 4.7884
C -0.2217 3.0373 5.1971
C 0.1730 3.7183 6.3652
C 1.4741 3.6825 6.7940
C 2.4298 2.9763 6.0593
C 2.0784 2.3349 4.8946
C 0.7551 2.3511 4.4353
H 1.8671 -3.2941 2.1824
H 2.4789 -1.6968 2.6899
H 3.6020 -2.9145 2.0223
H 4.4271 -1.9881 -0.9234
H 5.6681 0.0478 -1.5979
H 5.0155 2.2391 -0.6775
H 3.0556 2.4358 0.8098
H -2.9962 2.2011 3.4278
H -2.3135 3.5447 5.3534
H -0.5801 4.2532 6.9241
H 1.7625 4.1917 7.7007
H 3.4480 2.9304 6.4139
H 2.8195 1.7954 4.3249
C -6.1221 2.9954 1.7961
C -5.2792 3.8705 1.1324
C -4.0173 3.4594 0.7256
C -3.6068 2.1618 0.9968
C -4.4618 1.2781 1.6566
C -5.7094 1.6992 2.0675
P -2.0240 1.4098 0.4991
C -0.8875 2.6495 -0.1522
C -0.5959 3.8005 0.5793
C 0.2828 4.7308 0.0502
C 0.8575 4.5223 -1.1953
C 0.5654 3.3743 -1.9139
C -0.3038 2.4336 -1.3943
C -2.6169 0.1749 -0.6825
C -3.3888 0.7479 -1.6740
C -4.2178 -0.0415 -2.4735
C -4.3640 -1.3730 -2.1836
C -3.5968 -1.9907 -1.1775
C -3.7393 -3.3542 -0.8476
C -2.9040 -3.9460 0.0597
C -1.8180 -3.2299 0.5988
C -1.6442 -1.8930 0.3118
C -2.6141 -1.2294 -0.4842
H -7.1052 3.3162 2.1014
H -5.6092 4.8774 0.9288
H -3.3593 4.1407 0.2035
H -4.1253 0.2670 1.8532
H -6.3584 1.0177 2.5925
H -1.0493 3.9703 1.5476
H 0.5094 5.6298 0.6042
H 1.5320 5.2584 -1.6067
H 1.0036 3.2106 -2.8840
H -0.5355 1.5341 -1.9438
H -3.3664 1.8215 -1.8159
H -4.7795 0.4159 -3.2740
H -5.0612 -1.9760 -2.7430
H -4.5149 -3.9195 -1.3420
H -3.0337 -4.9866 0.3234
H -1.1254 -3.7620 1.2413
C 3.2620 -1.2797 -4.7794
C 2.0739 -1.8704 -5.5170
C 2.3516 -3.2731 -6.0329
O 0.8758 -1.8672 -4.7188
P 0.5946 -2.2925 -3.2354
S -1.3105 -2.8830 -3.2235
S 0.9706 -0.6423 -2.0764
O 1.6666 -3.4430 -2.9873
C 1.9589 -4.1518 -1.7733
C 0.7361 -4.8740 -1.2400
C 3.0828 -5.1164 -2.1214
H 4.1200 -1.2502 -5.4484
H 3.5088 -1.8960 -3.9177
H 3.0429 -0.2677 -4.4423
H 1.7998 -1.2141 -6.3511
H 2.7050 -3.9107 -5.2283
H 3.1041 -3.2325 -6.8156
H 1.4393 -3.6983 -6.4417
H 2.2959 -3.4236 -1.0297
H 0.3449 -5.5601 -1.9860
H -0.0395 -4.1558 -0.9794
H 1.0092 -5.4400 -0.3538
H 2.7299 -5.8299 -2.8601
H 3.3940 -5.6538 -1.2309
H 3.9338 -4.5788 -2.5317

Here are the Löwdin charges for atoms 1 to 2, given in e: atom 1 (Pt): 0.8484, atom 2 (C): -0.0438